Density functional theory data (wB97M-V/def2-TZVPD) for a molecular structure, C19H25N2ReSi at a distorted geometry.

Output
Highest occupied orbital energy (spin up / spin down), eV: -10.81 / -10.89
Spin multiplicity: 4
Lowest unoccupied orbital energy (spin up / spin down), eV: -3.5 / -4.5
Maximum force, hartree/bohr: 0.1232
Frontier orbital gap (spin up / spin down), eV: 7.33 / 6.41
Net charge: +1

Each line ends with the Löwdin spin population.
Atoms and positions in Å:
C  1.99194  1.62541  -2.53834  0.023
Re  -0.31715  -0.20423  -2.30823  2.471
N  -1.50965  -1.72877  -2.76504  0.078
N  -0.13391  0.13176  -4.48453  0.062
H  -2.45432  -1.44724  -2.54661  0.018
H  1.96227  0.60314  -2.56343  0.011
H  2.57981  1.86805  -1.65153  0.001
H  0.93118  1.98317  -2.40479  0.009
H  2.32523  1.91022  -3.55453  -0.001
H  -1.06004  0.35983  -4.86756  0.007
H  0.18447  -0.69778  -5.00015  0.009
H  0.46231  0.88722  -4.85503  0.002
H  -1.46956  -2.03907  -3.72304  0.011
H  -1.27359  -2.50189  -2.16414  0.016
C  -1.06802  4.10504  2.02116  0.002
C  0.14925  3.93602  1.34022  0.000
C  0.44702  2.70175  0.72502  0.002
C  -0.47567  1.63903  0.76216  0.004
C  -1.65136  1.80651  1.49611  0.002
C  -1.95828  3.02756  2.10477  -0.001
Si  -0.01856  0.00998  -0.14000  0.117
C  1.58354  -0.40989  0.82921  -0.001
C  2.77403  -0.69689  0.13695  0.000
C  3.96475  -0.94562  0.85231  0.000
C  3.96610  -0.95835  2.25327  0.000
C  2.77094  -0.70684  2.94110  0.000
C  1.59540  -0.42992  2.23285  0.000
C  -1.27790  -1.29723  0.49214  0.078
C  -0.84049  -2.44955  1.15164  0.023
C  -1.77684  -3.38021  1.60581  0.003
C  -3.14293  -3.19193  1.37636  0.020
C  -3.57494  -2.05739  0.68178  -0.001
C  -2.64597  -1.09881  0.24572  0.030
H  -1.32703  5.08202  2.43663  0.000
H  0.85906  4.76968  1.23946  0.000
H  1.41623  2.55880  0.22192  0.000
H  -2.32895  0.96566  1.59352  0.000
H  -2.90899  3.14684  2.61061  0.000
H  2.76327  -0.73139  -0.96503  0.000
H  4.89105  -1.13283  0.29399  0.000
H  4.88743  -1.16681  2.80311  0.000
H  2.74395  -0.71805  4.02584  0.000
H  0.67032  -0.21668  2.77572  0.000
H  0.22589  -2.60477  1.29941  0.001
H  -1.43366  -4.27177  2.11622  0.000
H  -3.87278  -3.93554  1.69786  0.001
H  -4.62981  -1.90474  0.44402  0.000
H  -2.99500  -0.19348  -0.27489  0.005

Forces on atoms 1 to 3 (eV/Å):
C -1.3145 2.0607 -0.3155
Re 1.3911 2.1683 -3.5837
N -0.9424 -0.9661 0.0134

=====

Density functional theory data (wB97M-V/def2-TZVPD) for a molecular structure, C19H25N3O4S at a distorted geometry.

Output
Highest occupied orbital energy, eV: -7.82
Lowest unoccupied orbital energy, eV: 0.5
Energy relative to the best compared isomer or geometry (same formula, charge and spin), kJ/mol: 2117.6
Maximum force, hartree/bohr: 0.3287
Frontier orbital gap, eV: 8.29
Net charge: 0

Each line ends with the natural charge from an NBO analysis.
Atoms and positions in Å:
C  -5.75163  -0.15137  0.03922  -0.612
H  -5.60200  -0.80328  0.82688  0.214
H  -6.66391  -0.05430  -0.44522  0.210
C  -4.80228  -0.70007  -1.15226  -0.202
N  -3.45519  -0.85414  -0.81902  -0.431
C  -2.95208  -1.93746  -0.26629  0.647
O  -3.58149  -3.04644  -0.16028  -0.640
C  -1.50069  -1.77256  -0.02186  0.088
C  -0.48545  -0.89953  -0.21830  -0.222
C  0.69075  -1.42919  0.63126  -0.427
C  0.19400  -2.32894  1.31073  0.014
N  -1.13076  -2.67397  0.84076  -0.540
H  -1.58281  -3.72886  1.11446  0.471
H  0.82502  -3.06340  2.00354  0.240
S  2.12030  -0.45285  0.70342  2.261
O  1.69377  0.82653  1.46418  -0.924
O  3.11512  -1.36471  1.64718  -0.959
N  2.53037  -0.29361  -0.68898  -0.784
C  3.27185  -1.31430  -1.41578  -0.206
C  4.62618  -1.49566  -0.90504  -0.453
C  5.33715  -0.26596  -1.51368  -0.300
C  4.61508  1.02902  -0.57370  -0.465
C  3.24534  1.10849  -1.03859  -0.188
H  2.67908  1.83419  -0.36805  0.251
H  3.12550  1.34132  -2.41084  0.227
H  4.90245  0.84135  0.34328  0.226
H  5.23436  1.67899  -1.02361  0.224
H  6.47474  -0.16749  -1.17956  0.195
H  5.24542  -0.16482  -2.39558  0.142
H  4.79155  -1.73914  0.12317  0.278
H  5.08683  -2.29306  -1.59533  0.208
H  2.58351  -2.30521  -1.08997  0.215
H  3.05003  -1.32884  -2.41578  0.226
H  -0.42187  -0.19303  -0.77999  0.188
C  -2.86987  0.49845  -0.43221  0.128
C  -2.48411  1.61843  -1.45314  -0.210
C  -1.71230  2.53354  -1.44295  -0.167
C  -1.23299  2.82045  0.26800  0.396
C  -1.64526  2.04642  1.08902  -0.427
C  -2.54963  1.03236  0.94531  -0.151
H  -2.63625  0.19396  1.83810  0.224
H  -1.42760  2.28447  2.31214  0.223
O  -0.47141  3.80112  0.12548  -0.472
C  0.33938  3.82643  1.30728  -0.336
H  -0.33955  4.33833  2.05334  0.203
H  1.05609  2.96481  1.50467  0.260
H  1.20386  4.63720  1.11793  0.188
H  -1.33151  3.03259  -2.04600  0.163
H  -2.83258  1.27317  -2.59363  0.172
H  -5.05705  0.02992  -1.96618  0.201
H  -5.08566  -1.64759  -1.43798  0.220
H  -5.50362  0.90362  0.19446  0.213

Forces on atoms 1 to 3 (eV/Å):
C 2.9882 0.9523 -3.1104
H -0.4603 -0.9364 1.9551
H -2.2801 -0.6653 -0.2257

=====

Density functional theory data (wB97M-V/def2-TZVPD) for a single C19H25N3O4S2 molecule.

Output
Highest occupied orbital energy, eV: -7.44
SMILES: CCOc1cc(NC(=S)NCCOC)c(OCC)cc1NC(=O)c1cccs1
Lowest unoccupied orbital energy, eV: 0.2
Energy relative to the best compared isomer or geometry (same formula, charge and spin), kJ/mol: 75.4
Maximum force, hartree/bohr: 0.0148
Frontier orbital gap, eV: 7.65
Net charge: 0

Each line ends with the natural charge from an NBO analysis.
Atoms and positions in Å:
C  -0.29848  -3.37751  -0.94538  -0.638
C  0.40219  -2.60401  -2.05799  -0.058
H  -0.31850  -2.24832  -2.80344  0.173
H  1.12333  -3.25280  -2.56314  0.195
O  1.18948  -1.53375  -1.57248  -0.519
C  0.57817  -0.39891  -1.10071  0.254
C  -0.76439  -0.09316  -1.24463  -0.324
C  -1.28657  1.09165  -0.73173  0.083
C  -0.43079  2.02172  -0.11352  0.344
C  0.91473  1.72136  0.01910  -0.347
C  1.42335  0.51780  -0.45148  0.185
N  2.76476  0.16066  -0.32825  -0.612
C  3.79368  0.87410  0.20620  0.655
O  3.69226  1.98983  0.68519  -0.612
C  5.09113  0.18222  0.16879  -0.314
C  6.27128  0.70314  0.62737  -0.192
C  7.36111  -0.17311  0.47133  -0.258
C  7.00313  -1.35231  -0.10281  -0.387
S  5.32850  -1.41837  -0.46495  0.426
H  7.62218  -2.19555  -0.33804  0.239
H  8.36652  0.06056  0.77178  0.230
H  6.33201  1.68560  1.05860  0.245
H  2.96291  -0.75233  -0.71843  0.417
H  1.59987  2.39843  0.49816  0.267
O  -1.03508  3.16165  0.33249  -0.518
C  -0.24122  4.22711  0.82342  -0.062
C  0.48683  4.98062  -0.28413  -0.640
H  1.00649  5.83442  0.14086  0.218
H  -0.22688  5.33383  -1.02466  0.214
H  1.21239  4.33973  -0.77791  0.218
H  -0.96261  4.88702  1.31346  0.195
H  0.46663  3.86430  1.57703  0.177
N  -2.63212  1.43773  -0.85323  -0.593
C  -3.74374  0.66054  -0.80221  0.299
N  -3.58333  -0.67008  -0.60984  -0.613
H  -2.72324  -0.95648  -0.15887  0.407
C  -4.69107  -1.54720  -0.32461  -0.246
H  -4.52131  -2.49528  -0.84226  0.198
H  -5.60604  -1.07935  -0.69238  0.253
C  -4.79668  -1.80535  1.17741  -0.074
H  -5.63334  -2.48654  1.38792  0.172
O  -3.57431  -2.37639  1.60117  -0.557
C  -3.53905  -2.64425  2.97868  -0.243
H  -4.32106  -3.35795  3.26414  0.166
H  -2.56124  -3.07341  3.18798  0.194
H  -3.66989  -1.72648  3.56498  0.169
H  -4.97626  -0.85864  1.70851  0.178
S  -5.21931  1.37580  -1.02414  -0.282
H  -2.81427  2.43355  -0.82027  0.437
H  -1.41821  -0.74642  -1.79698  0.236
H  -0.83855  -4.21790  -1.37190  0.219
H  -1.00173  -2.74771  -0.40646  0.212
H  0.43632  -3.75381  -0.23784  0.215

Forces on atoms 1 to 3 (eV/Å):
C 0.2232 0.3070 -0.1908
C -0.2221 -0.4478 -0.0271
H 0.1172 0.0011 0.0215